Record 1
Entry from the OMol25 dataset: a cluster of 5 separate species, C65H41BrClO10P in total at a distorted geometry (ωB97M-V/def2-TZVPD).

XYZ file:
```
119
Properties=species:S:1:pos:R:3:forces:R:3:lowdin_charge:R:1
C -5.17837 -3.33583 3.72284 -0.2 -0.4 -1.1 -0.191
C -6.34491 -2.34198 3.48755 0.9 -0.4 1.3 -0.409
P -5.98133 -0.55155 3.92610 -1.3 0.8 -0.2 0.975
C -5.31439 -0.48884 5.68293 0.1 0.4 -0.6 -0.295
C -4.68723 0.10588 2.74226 0.1 -0.8 -0.1 -0.295
C -3.37409 -0.12220 2.76509 -0.2 0.0 -0.5 -0.513
Cl -2.61462 -1.16670 3.93145 -0.4 0.5 -0.7 0.833
C -2.44980 0.52518 1.74331 -0.9 0.0 0.1 -0.387
O -1.28779 0.55229 1.98495 2.0 0.0 0.1 0.099
C -2.98792 1.14594 0.48776 0.2 -0.6 0.6 -0.035
C -4.28647 1.36586 0.43623 -0.3 -0.3 -0.3 -0.531
Br -5.03444 2.11368 -1.16667 0.2 -0.3 1.2 0.908
C -5.19014 1.01307 1.62307 1.3 -0.2 -0.4 -0.426
O -6.26575 1.49747 1.65061 -2.0 0.6 0.2 0.088
H -5.52938 -4.38398 3.74041 0.0 0.4 0.1 0.069
H -4.60496 -3.15593 4.63872 -0.2 0.1 -0.2 0.036
H -4.50962 -3.27803 2.84566 0.1 0.0 0.5 0.057
H -7.14427 -2.61500 4.20270 0.1 0.4 -0.3 0.068
H -6.77809 -2.42987 2.48304 0.2 0.2 0.2 0.073
H -4.32255 -0.01517 5.72488 -0.2 -0.5 0.0 0.011
H -5.98910 0.21300 6.19667 0.1 -0.5 -0.1 0.023
H -5.33409 -1.46780 6.17821 0.2 0.3 -0.1 0.037
H -2.29431 1.37005 -0.32377 0.0 0.0 0.4 0.119
C 2.17705 -0.85421 0.31601 0.1 0.0 0.0 -0.044
C 3.52570 -0.54636 0.16683 -0.1 0.0 0.0 -0.043
C 3.94703 0.23074 -0.90101 0.0 0.0 0.2 -0.014
C 3.02310 0.69304 -1.83126 -0.1 0.0 0.0 -0.079
C 1.67296 0.36362 -1.69288 0.1 0.0 0.0 -0.080
C 1.25351 -0.40109 -0.61262 0.0 -0.1 0.2 0.003
C 0.67598 0.80866 -2.70056 -0.4 -0.1 0.1 -0.274
O -0.50112 0.52720 -2.57668 0.1 0.1 0.0 0.093
C 1.14772 1.59992 -3.86692 0.1 0.0 -0.1 -0.082
C 0.24010 1.97813 -4.84948 -0.1 0.1 -0.2 0.000
C 0.66579 2.72697 -5.93488 0.1 0.0 0.0 -0.053
C 1.99960 3.10937 -6.03924 0.0 0.0 0.0 -0.054
C 2.90970 2.73069 -5.06556 0.0 0.1 -0.2 0.001
C 2.49003 1.96771 -3.98173 -0.1 0.0 0.0 -0.080
C 3.48288 1.53891 -2.96218 0.4 0.2 0.0 -0.270
O 4.65079 1.86940 -3.05530 -0.2 0.1 0.0 0.077
H 1.84753 -1.45338 1.15596 0.0 0.0 0.0 0.109
H 4.24812 -0.91168 0.88588 0.0 0.0 0.0 0.113
H 4.99584 0.47396 -1.01194 -0.1 0.1 -0.1 0.120
H 0.20621 -0.64659 -0.49609 0.0 0.1 -0.1 0.115
H -0.79853 1.68479 -4.76935 0.1 0.0 0.1 0.120
H -0.04214 3.01613 -6.70153 0.0 0.0 0.0 0.109
H 2.32911 3.70053 -6.88448 0.0 0.0 0.0 0.109
H 3.94753 3.02552 -5.15098 0.0 -0.1 0.1 0.121
C 1.87688 -4.26385 11.16922 0.0 0.0 0.0 -0.058
C 3.22154 -3.93107 11.03544 -0.1 0.0 0.0 -0.058
C 3.64195 -3.15126 9.97034 0.1 -0.1 0.2 -0.002
C 2.72151 -2.70973 9.02683 -0.1 -0.1 0.0 -0.083
C 1.37631 -3.06344 9.14830 0.1 0.0 0.0 -0.083
C 0.95653 -3.83206 10.22820 0.0 -0.1 0.2 -0.002
C 0.38587 -2.64083 8.12263 -0.4 -0.1 0.0 -0.277
O -0.78584 -2.94495 8.22986 0.1 0.0 0.0 0.103
C 0.86039 -1.84621 6.95959 0.1 0.0 0.0 -0.081
C -0.04012 -1.49036 5.96241 0.0 0.1 -0.2 -0.020
C 0.38543 -0.73795 4.87774 0.2 0.1 0.0 -0.079
C 1.71400 -0.33010 4.79201 0.0 -0.1 0.1 -0.047
C 2.61737 -0.68676 5.78072 0.0 0.1 -0.2 0.001
C 2.19678 -1.45314 6.86217 -0.1 0.0 0.0 -0.084
C 3.18283 -1.85824 7.89791 0.4 0.1 0.0 -0.278
O 4.34304 -1.50634 7.82229 -0.1 0.0 0.0 0.105
H 1.54879 -4.86600 12.00734 0.0 0.0 0.0 0.107
H 3.94134 -4.27979 11.76544 0.0 0.0 0.0 0.107
H 4.68724 -2.88910 9.87076 -0.1 0.1 -0.1 0.121
H -0.08788 -4.09627 10.33104 0.0 0.1 -0.1 0.120
H -1.07343 -1.80410 6.03135 0.1 -0.1 0.2 0.082
H -0.31576 -0.46576 4.09993 0.3 0.0 0.1 0.027
H 2.04396 0.26403 3.94832 0.0 0.0 0.0 0.107
H 3.65066 -0.37250 5.70934 0.0 -0.1 0.1 0.120
C -6.05480 2.29648 -4.17830 -0.1 0.1 -0.1 -0.130
C -7.24359 2.35329 -3.45354 0.0 0.0 -0.2 -0.126
C -8.16316 3.35882 -3.70613 0.0 -0.2 0.1 0.007
C -7.89489 4.31914 -4.67447 0.2 0.0 0.0 -0.080
C -6.69316 4.27582 -5.38388 -0.1 0.0 0.1 -0.081
C -5.78121 3.25579 -5.14014 0.1 -0.2 0.1 0.003
C -6.36756 5.32216 -6.38936 0.4 0.0 -0.2 -0.278
O -5.32370 5.28223 -7.00958 -0.1 0.0 0.0 0.104
C -7.34221 6.42230 -6.61330 -0.1 0.1 0.1 -0.083
C -7.03087 7.44022 -7.50769 0.0 0.2 -0.1 -0.002
C -7.93648 8.46372 -7.73455 0.0 0.0 0.0 -0.057
C -9.16223 8.47067 -7.07539 0.1 0.0 0.0 -0.057
C -9.47534 7.46183 -6.17919 -0.1 0.2 -0.1 -0.001
C -8.56403 6.44009 -5.93782 0.1 0.0 -0.1 -0.083
C -8.89825 5.38253 -4.94749 -0.4 0.0 0.2 -0.277
O -9.96604 5.38932 -4.36927 0.1 0.0 0.0 0.108
H -5.34023 1.50562 -3.98782 0.0 0.0 0.0 0.083
H -7.45205 1.61139 -2.69399 0.0 0.0 0.0 0.085
H -9.08841 3.39853 -3.14617 0.0 0.1 -0.1 0.124
H -4.85526 3.21331 -5.69876 -0.1 0.1 0.0 0.121
H -6.07976 7.43556 -8.02407 0.0 -0.1 0.1 0.120
H -7.68979 9.25820 -8.42778 0.0 0.0 0.0 0.107
H -9.87179 9.26775 -7.25924 0.0 0.0 0.0 0.108
H -10.42705 7.47140 -5.66404 0.1 -0.1 0.1 0.121
C 9.81987 -6.67195 -0.98251 -0.1 0.0 0.0 -0.058
C 8.65177 -6.62967 -0.22714 0.0 0.0 -0.1 -0.058
C 7.72127 -5.62614 -0.44208 0.0 -0.2 0.1 -0.002
C 7.95941 -4.65277 -1.40569 0.1 0.0 0.0 -0.083
C 9.14224 -4.68184 -2.14693 -0.1 0.0 0.1 -0.082
C 10.06515 -5.70059 -1.93935 0.1 -0.2 0.1 -0.002
C 9.43644 -3.62128 -3.14808 0.4 0.0 -0.3 -0.278
O 10.46388 -3.64910 -3.79558 -0.1 0.0 0.0 0.104
C 8.45129 -2.52392 -3.33233 -0.1 0.0 0.1 -0.085
C 8.73299 -1.49278 -4.22162 0.0 0.2 -0.1 0.000
C 7.81590 -0.47089 -4.41087 0.0 -0.1 0.1 -0.045
C 6.60723 -0.47755 -3.71952 0.0 0.0 -0.1 -0.039
C 6.32518 -1.50138 -2.82875 0.0 0.1 -0.1 0.005
C 7.24770 -2.52088 -2.62459 0.1 0.0 -0.1 -0.080
C 6.94476 -3.59114 -1.63929 -0.4 0.0 0.2 -0.276
O 5.89169 -3.59627 -1.03170 0.1 0.0 0.0 0.100
H 10.54200 -7.46226 -0.81930 0.0 0.0 0.0 0.107
H 8.46758 -7.38286 0.52878 0.0 0.0 0.0 0.107
H 6.81100 -5.59774 0.14264 0.0 0.1 -0.1 0.120
H 10.97656 -5.73209 -2.52205 -0.1 0.1 0.0 0.121
H 9.67006 -1.48566 -4.76322 0.0 -0.1 0.1 0.120
H 8.04024 0.33377 -5.10004 0.0 0.0 0.0 0.109
H 5.88910 0.31816 -3.87343 0.1 -0.1 0.0 0.083
H 5.38830 -1.50509 -2.28860 0.1 -0.2 0.0 0.101
```
Positions in Å, forces in eV/Å.

Output
2S+1: 1
HOMO level, eV: -8.337

Record 2
Entry from the OMol25 dataset: the ion C5H9O with charge -1 at a distorted geometry (ωB97M-V/def2-TZVPD).

XYZ file:
```
15
Properties=species:S:1:pos:R:3:forces:R:3:lowdin_charge:R:1
C -0.53358 -1.18952 1.30052 -1.2 0.6 0.0 -0.586
O -0.46278 -1.28099 2.62510 0.1 0.2 -0.5 -0.356
C 0.01740 0.14177 0.60815 0.2 -0.7 0.4 -0.217
C 0.29592 -0.21159 -0.82034 -1.1 -2.1 -1.9 -0.301
C 0.38334 0.73723 -1.96528 0.5 1.4 1.2 -0.213
C 0.36169 2.08024 -1.79723 0.3 -2.9 -1.2 -0.024
H -0.06066 -1.99787 0.70999 0.7 -0.4 0.0 0.060
H -1.57948 -1.26519 0.83283 -0.1 0.1 0.4 0.077
H 0.88505 0.37416 1.23492 0.1 0.3 -0.4 0.100
H -0.68026 0.97730 0.62225 -0.3 0.0 0.5 0.085
H 1.13328 -0.90711 -0.94628 0.5 0.3 0.3 0.107
H -0.48957 -0.95992 -1.16645 0.1 0.6 0.6 0.115
H 0.60031 0.30927 -2.94316 0.2 0.0 0.1 0.081
H -0.03708 2.33092 -0.82818 0.6 1.3 0.0 0.035
H 0.83275 2.53677 -2.66508 -0.8 1.3 0.5 0.037
```
Positions in Å, forces in eV/Å.

Output
Net charge: -1
2S+1: 1
HOMO level, eV: -2.248
Energy above the lowest of the compared OMol25 structures with the same formula, charge and spin, kJ/mol: 81.09

Record 3
Entry from the OMol25 dataset: the molecule CBrCl3O2S at a distorted geometry (ωB97M-V/def2-TZVPD).

XYZ file:
```
8
Properties=species:S:1:pos:R:3:forces:R:3:lowdin_charge:R:1
C 0.93541 -1.25386 -0.27591 -4.3 1.6 0.0 -1.794
O -1.76718 0.61564 1.45899 -0.4 -1.0 2.0 -0.504
O -0.34228 -0.43884 -0.82776 1.4 -0.1 2.1 -0.582
S -1.34406 0.96531 0.16644 3.5 -0.4 -2.0 0.527
Cl 1.55773 -1.95300 -1.66358 0.7 -0.4 -1.5 0.704
Cl 2.04174 -0.47288 0.72227 2.1 3.0 0.1 0.620
Cl 0.39565 -2.40354 0.87835 -2.0 -2.3 0.4 0.588
Br -3.04149 0.87385 -1.08964 -1.0 -0.4 -1.1 0.440
```
Positions in Å, forces in eV/Å.

Output
2S+1: 1
HOMO level, eV: -10.532

Record 4
Entry from the OMol25 dataset: a cluster of 2 separate species, C5H8O in total (ωB97M-V/def2-TZVPD).

XYZ file:
```
14
Properties=species:S:1:pos:R:3:forces:R:3:lowdin_charge:R:1
C -0.68264 -1.44542 0.20301 0.0 -0.1 0.0 -0.102
C -1.10604 -0.04651 -0.27488 0.0 0.1 -0.1 -0.218
C -1.08831 0.97199 0.83452 0.0 0.3 -0.1 -0.279
O -0.69150 2.11055 0.72602 -0.2 -0.5 0.1 0.021
C 2.02617 1.10548 -0.52027 0.4 -0.4 -0.2 -0.004
C 2.79101 0.23193 -0.83731 -0.3 0.4 0.1 0.006
H -0.21089 -1.41470 1.19097 0.0 0.0 -0.1 0.072
H 0.04827 -1.88666 -0.47787 -0.1 0.1 0.0 0.068
H -1.53449 -2.12614 0.26944 0.1 0.1 0.0 0.069
H -0.47938 0.32212 -1.09171 -0.1 -0.1 0.1 0.094
H -2.14093 -0.07144 -0.64312 0.1 0.0 0.0 0.119
H -1.48987 0.61485 1.80753 0.0 0.0 0.0 0.128
H 1.31373 1.85450 -0.23496 0.2 -0.1 -0.1 0.011
H 3.48589 -0.52792 -1.11875 -0.1 0.1 0.0 0.015
```
Positions in Å, forces in eV/Å.

Output
2S+1: 1
HOMO level, eV: -10.040
Energy above the lowest of the compared OMol25 structures with the same formula, charge and spin, kJ/mol: 266.10

no.,energy (eV)
1,-180399.5566
2,-7376.3477
3,-123573.8722
4,-7359.4974